{"formula": "C14H16O", "method": "ωB97M-V/def2-TZVPD", "species": ["C", "C", "C", "C", "C", "O", "C", "C", "H", "H", "H", "H", "H", "H", "H", "H", "C", "C", "C", "C", "C", "C", "C", "H", "H", "H", "H", "H", "H", "H", "H"], "positions_angstrom": [[-0.84503, -1.59551, 1.14701], [0.38774, -0.86671, 1.62989], [1.53939, -1.54308, 1.89059], [2.55989, -0.79900, 2.46965], [2.35773, 0.54660, 2.65552], [3.29043, 1.34299, 3.07692], [1.17196, 1.14181, 2.37460], [0.12475, 0.45023, 1.86556], [-1.06371, -2.61313, 1.61537], [-0.76104, -1.79569, 0.05624], [-1.75476, -0.97012, 1.16683], [1.85308, -2.57817, 1.73280], [3.55705, -1.24789, 2.52597], [4.20179, 1.32371, 2.80886], [0.94073, 2.22350, 2.53336], [-0.85850, 0.86302, 1.78025], [0.96495, -0.31559, -1.85298], [-0.42277, 0.18174, -2.04981], [-1.46949, -0.80436, -2.18989], [-2.84453, -0.38512, -2.44975], [-3.11357, 0.99869, -2.48900], [-2.05777, 1.97529, -2.24718], [-0.79042, 1.55782, -1.98084], [1.55963, 0.43711, -1.20032], [1.68749, -0.28192, -2.76172], [1.03235, -1.17998, -1.27595], [-1.01763, -1.74276, -1.80565], [-3.73155, -0.92007, -2.52651], [-4.01776, 1.26622, -2.92478], [-2.30370, 3.00744, -2.12037], [-0.17673, 2.32293, -1.45467]], "nbo_charge": [-0.620, -0.054, -0.205, -0.255, 0.264, -0.694, -0.229, -0.201, 0.213, 0.204, 0.214, 0.222, 0.208, 0.498, 0.217, 0.220, -0.648, -0.010, -0.221, -0.216, -0.212, -0.210, -0.216, 0.219, 0.233, 0.220, 0.216, 0.215, 0.204, 0.210, 0.215], "homo_lumo_gap_ev": 9.060, "lumo_energy_ev": 0.7, "charge": 0, "relative_energy_kcal_mol": 62.95, "smiles": "Cc1ccc(O)cc1.Cc1ccccc1", "e_homo_ev": -8.3}

***

{"formula": "C14H16O", "method": "ωB97M-V/def2-TZVPD", "species": ["C", "C", "C", "C", "C", "O", "C", "C", "H", "H", "H", "H", "H", "H", "H", "H", "C", "C", "C", "C", "C", "C", "C", "H", "H", "H", "H", "H", "H", "H", "H"], "positions_angstrom": [[1.75162, 4.10351, 0.81129], [1.94428, 2.63027, 0.56665], [1.57020, 1.71685, 1.54639], [1.74227, 0.35752, 1.37405], [2.32677, -0.10447, 0.20808], [2.42752, -1.46353, 0.04052], [2.74555, 0.78428, -0.75902], [2.53234, 2.14864, -0.58956], [2.53478, 4.72225, 0.37752], [1.68893, 4.33220, 1.88158], [0.79426, 4.44681, 0.41583], [1.24447, 2.09142, 2.50824], [1.51387, -0.40733, 2.11116], [3.15248, -1.64210, -0.56692], [3.22362, 0.44110, -1.67482], [2.85307, 2.83686, -1.35973], [-2.26347, -0.74206, -2.70788], [-2.41689, -1.21845, -1.28327], [-1.45217, -0.84358, -0.34674], [-1.57621, -1.26860, 0.96014], [-2.62889, -2.08903, 1.35342], [-3.56847, -2.45662, 0.41757], [-3.47315, -2.01692, -0.90386], [-2.02557, 0.31961, -2.75466], [-3.18106, -0.88778, -3.28588], [-1.49332, -1.30642, -3.23632], [-0.73479, -0.07960, -0.62775], [-0.83306, -1.00773, 1.70183], [-2.66800, -2.46057, 2.37007], [-4.38383, -3.12040, 0.69043], [-4.24159, -2.31792, -1.60733]], "nbo_charge": [-0.623, -0.054, -0.180, -0.269, 0.292, -0.673, -0.286, -0.187, 0.216, 0.214, 0.218, 0.209, 0.226, 0.477, 0.210, 0.211, -0.650, 0.086, -0.254, -0.185, -0.234, -0.199, -0.257, 0.215, 0.210, 0.218, 0.215, 0.207, 0.212, 0.208, 0.208], "homo_lumo_gap_ev": 9.360, "lumo_energy_ev": 0.8, "charge": 0, "relative_energy_kcal_mol": 4.27, "smiles": "Cc1ccc(O)cc1.Cc1ccccc1", "e_homo_ev": -8.5}

***

{"formula": "C14H16O", "method": "ωB97M-V/def2-TZVPD", "species": ["C", "C", "C", "C", "C", "O", "C", "C", "H", "H", "H", "H", "H", "H", "H", "H", "C", "C", "C", "C", "C", "C", "C", "H", "H", "H", "H", "H", "H", "H", "H"], "positions_angstrom": [[1.10055, -0.83283, 3.15841], [1.47199, -0.00082, 2.02087], [2.13234, -0.52966, 0.91265], [2.68861, 0.27312, -0.13954], [2.69955, 1.68953, 0.11180], [3.48666, 2.45803, -0.66561], [2.06762, 2.20906, 1.23791], [1.48454, 1.38138, 2.21518], [0.01993, -1.02214, 3.29983], [1.55322, -0.59511, 4.10518], [1.51343, -1.84796, 2.97213], [2.11942, -1.57421, 0.91180], [2.85422, -0.21393, -1.01753], [3.42250, 2.34059, -1.66970], [2.18101, 3.32428, 1.18519], [1.03961, 1.98922, 3.04551], [-3.29877, -2.88950, -0.31698], [-2.74829, -1.69011, -1.02265], [-2.40603, -0.69730, -0.10184], [-2.12186, 0.56277, -0.60089], [-1.88904, 0.58250, -1.97272], [-2.10831, -0.43634, -2.92455], [-2.61513, -1.60929, -2.42126], [-4.32617, -2.69483, -0.03306], [-2.95783, -3.13361, 0.68057], [-3.37042, -3.88172, -0.79315], [-2.51252, -0.66390, 1.02539], [-2.11297, 1.47563, 0.01531], [-1.42320, 1.44164, -2.37692], [-1.93001, -0.14996, -4.00853], [-2.71013, -2.53338, -2.95551]], "nbo_charge": [-0.625, -0.074, -0.175, -0.267, 0.308, -0.700, -0.279, -0.182, 0.216, 0.221, 0.207, 0.202, 0.209, 0.492, 0.227, 0.219, -0.644, -0.015, -0.215, -0.194, -0.227, -0.203, -0.231, 0.217, 0.221, 0.214, 0.218, 0.221, 0.198, 0.223, 0.217], "homo_lumo_gap_ev": 9.102, "lumo_energy_ev": 0.7, "charge": 0, "relative_energy_kcal_mol": 55.23, "smiles": "Cc1ccc(O)cc1.Cc1ccccc1", "e_homo_ev": -8.4}

***

{"formula": "C14H16O", "method": "ωB97M-V/def2-TZVPD", "species": ["C", "C", "C", "C", "C", "O", "C", "C", "H", "H", "H", "H", "H", "H", "H", "H", "C", "C", "C", "C", "C", "C", "C", "H", "H", "H", "H", "H", "H", "H", "H"], "positions_angstrom": [[-1.11937, -0.20116, -4.20569], [-1.71197, -0.15526, -2.82686], [-2.95372, -0.62504, -2.58736], [-3.53899, -0.62841, -1.33762], [-2.84515, 0.15274, -0.33387], [-3.35338, 0.38963, 0.89414], [-1.59664, 0.74162, -0.65193], [-0.90836, 0.52685, -1.88993], [-0.99309, 0.69460, -4.77319], [-1.47225, -0.74166, -5.14574], [-0.17291, -0.58999, -4.03830], [-3.59849, -0.92697, -3.44198], [-4.47971, -1.12885, -1.24719], [-4.35529, 0.33510, 1.13609], [-0.92045, 1.33948, -0.01751], [-0.01443, 1.09167, -2.15210], [1.75610, -0.44724, 4.12520], [2.40455, -0.35278, 2.73695], [3.75078, -0.55446, 2.42034], [4.11362, -0.13869, 1.06902], [3.25997, 0.51394, 0.18164], [1.85801, 0.58244, 0.55313], [1.45973, 0.11191, 1.78120], [1.56313, 0.50296, 4.47850], [2.12161, -1.10197, 4.93397], [0.67224, -1.01019, 4.01625], [4.49011, -0.69383, 3.05810], [5.01554, -0.65903, 0.62976], [3.59289, 1.16135, -0.67320], [1.36075, 1.26653, -0.18522], [0.44597, 0.18494, 2.06324]], "nbo_charge": [-0.649, -0.046, -0.204, -0.268, 0.298, -0.705, -0.263, -0.187, 0.215, 0.219, 0.214, 0.212, 0.218, 0.506, 0.222, 0.220, -0.627, -0.004, -0.224, -0.192, -0.241, -0.200, -0.220, 0.215, 0.224, 0.205, 0.207, 0.210, 0.220, 0.211, 0.215], "homo_lumo_gap_ev": 8.919, "lumo_energy_ev": 0.7, "charge": 0, "relative_energy_kcal_mol": 84.78, "smiles": "Cc1ccc(O)cc1.Cc1ccccc1", "e_homo_ev": -8.2}

***

{"formula": "C14H16O2", "method": "ωB97M-V/def2-TZVPD", "species": ["C", "C", "C", "C", "C", "O", "C", "C", "H", "H", "H", "H", "H", "H", "H", "H", "C", "C", "C", "C", "C", "O", "C", "C", "H", "H", "H", "H", "H", "H", "H", "H"], "positions_angstrom": [[1.85693, -1.92908, 2.45309], [1.92252, -1.04439, 1.24030], [1.07876, 0.03410, 1.16967], [1.03612, 0.99765, 0.16806], [1.83416, 0.61244, -0.87285], [1.67344, 1.27133, -2.01822], [2.67369, -0.53980, -0.91891], [2.94702, -1.23728, 0.29575], [2.61627, -1.74617, 3.18411], [2.24362, -2.97102, 2.11586], [0.96522, -1.84087, 2.90977], [0.53370, 0.22293, 2.13130], [0.62957, 1.95008, 0.09020], [2.51360, 1.83353, -2.25395], [3.31701, -0.58917, -1.85264], [3.81185, -1.84359, 0.30076], [-1.64074, 0.70818, -2.93234], [-1.85768, 0.47984, -1.39781], [-1.84983, 1.63331, -0.65220], [-1.98918, 1.52360, 0.73970], [-2.18535, 0.22576, 1.20474], [-2.27600, -0.09219, 2.56804], [-2.10626, -0.92784, 0.46036], [-2.14701, -0.80177, -0.93707], [-0.71010, 1.38311, -3.05357], [-2.49419, 1.09353, -3.54261], [-1.22349, -0.30943, -3.21854], [-1.63625, 2.54185, -1.11869], [-2.18481, 2.39560, 1.28255], [-2.92598, 0.49349, 3.09755], [-2.15702, -1.90023, 0.97826], [-2.26958, -1.62751, -1.62067]], "nbo_charge": [-0.616, -0.037, -0.198, -0.243, 0.261, -0.709, -0.255, -0.196, 0.212, 0.209, 0.216, 0.213, 0.230, 0.480, 0.210, 0.216, -0.648, -0.031, -0.187, -0.281, 0.279, -0.719, -0.236, -0.194, 0.231, 0.220, 0.213, 0.209, 0.216, 0.483, 0.232, 0.219], "homo_lumo_gap_ev": 8.847, "lumo_energy_ev": 0.8, "charge": 0, "relative_energy_kcal_mol": 64.88, "smiles": "Cc1ccc(O)cc1.Cc1ccc(O)cc1", "e_homo_ev": -8.1}

***

{"formula": "C14H17AsBN4O6PtS3", "method": "ωB97M-V/def2-TZVPD", "species": ["Pt", "C", "N", "C", "C", "N", "B", "N", "C", "C", "N", "C", "C", "S", "C", "S", "H", "H", "H", "H", "H", "H", "H", "H", "H", "H", "H", "H", "O", "As", "O", "O", "C", "C", "C", "C", "C", "C", "S", "O", "O", "O", "H", "H", "H", "H", "H"], "positions_angstrom": [[-0.84520, -0.27500, 0.79965], [-3.58493, 2.52700, -0.49111], [-2.57466, 2.30855, -1.53124], [-2.07518, 3.26232, -2.34834], [-1.14217, 2.65507, -3.14562], [-1.08396, 1.34241, -2.81535], [-0.09765, 0.40126, -3.65115], [-0.04568, -1.05861, -3.09650], [-0.36827, -2.15329, -3.84146], [-0.10105, -3.26526, -3.09970], [0.38007, -2.83176, -1.89919], [0.78488, -3.69508, -0.78631], [0.42364, -1.48505, -1.91717], [0.92317, -0.47275, -0.60673], [-1.96039, 1.13218, -1.81869], [-2.25182, -0.32490, -0.96152], [-3.96304, 3.53741, -0.61216], [-3.12578, 2.41406, 0.48662], [-4.39621, 1.81646, -0.61871], [-2.41163, 4.28379, -2.31399], [-0.52876, 3.06614, -3.92846], [-0.53013, 0.32928, -4.76809], [0.98461, 0.91148, -3.58430], [-0.75585, -2.05961, -4.83998], [-0.21167, -4.31054, -3.32835], [0.73485, -4.72226, -1.13334], [0.11896, -3.55135, 0.05912], [1.80424, -3.45688, -0.49553], [1.51150, 2.52381, 0.85701], [0.32661, 2.11483, 2.08702], [0.02258, 3.34076, 3.08616], [-1.00265, 1.65253, 1.00104], [1.31934, 0.58374, 2.86609], [2.63321, 1.01212, 3.06686], [3.57998, 0.20809, 3.68325], [3.24333, -1.06279, 4.11126], [1.94999, -1.52126, 3.92961], [0.99811, -0.71694, 3.31997], [-0.58266, -1.47965, 3.12705], [-0.84955, -2.39709, 4.16678], [-1.48859, -0.31710, 2.91804], [-0.54736, -2.14466, 1.73715], [1.64043, 3.48335, 0.87241], [2.92414, 2.00243, 2.74786], [4.58190, 0.58676, 3.83319], [3.97829, -1.69086, 4.59576], [1.66103, -2.50316, 4.28108]], "nbo_charge": [1.101, -0.414, -0.274, -0.021, -0.003, -0.403, 0.177, -0.434, -0.020, -0.039, -0.293, -0.414, 0.210, 0.120, 0.161, 0.193, 0.230, 0.255, 0.231, 0.249, 0.253, -0.023, -0.013, 0.255, 0.247, 0.229, 0.247, 0.233, -1.024, 2.381, -1.048, -1.004, -0.449, -0.173, -0.169, -0.171, -0.194, -0.275, 2.352, -0.851, -0.944, -0.957, 0.511, 0.246, 0.239, 0.239, 0.252], "homo_lumo_gap_ev": 6.662, "lumo_energy_ev": -5.9, "charge": 1, "e_homo_ev": -12.6}

***

{"formula": "C14H17BF6N6OPd", "method": "ωB97M-V/def2-TZVPD", "species": ["C", "N", "N", "C", "C", "B", "N", "N", "C", "C", "C", "Pd", "N", "N", "C", "C", "C", "H", "H", "H", "H", "H", "H", "H", "H", "H", "H", "H", "C", "H", "H", "H", "C", "C", "O", "C", "F", "F", "F", "C", "F", "F", "F", "H", "H", "H"], "positions_angstrom": [[-0.36352, 3.37837, -1.18669], [-0.08346, 2.16930, -1.63716], [0.31093, 2.25267, -2.95082], [0.36884, 3.56270, -3.30378], [-0.07870, 4.30019, -2.20807], [0.37819, 0.91709, -3.74157], [1.42515, 0.02454, -2.99848], [1.11446, -0.55479, -1.77597], [2.00280, -1.53768, -1.52715], [2.97725, -1.49218, -2.53258], [2.58425, -0.50504, -3.43420], [-0.24243, 0.28420, -0.48860], [-1.01077, 0.20631, -3.46430], [-1.42532, 0.06284, -2.16017], [-2.50033, -0.73148, -2.10135], [-2.83351, -1.05426, -3.41528], [-1.88285, -0.45814, -4.24457], [-2.89648, -0.97808, -1.12860], [-1.72662, -0.46448, -5.31043], [-3.66159, -1.68000, -3.65420], [0.58195, 1.03540, -4.91815], [3.01482, -0.16965, -4.36936], [0.72958, 3.86711, -4.28136], [3.81330, -2.15160, -2.60954], [-0.23308, 5.35373, -2.14482], [1.86913, -2.20764, -0.68854], [-0.72694, 3.48793, -0.17864], [-0.02942, -2.34106, 1.56837], [0.03989, -3.37749, 1.90293], [0.50078, -3.98712, 1.12442], [0.67411, -3.39277, 2.77428], [-0.96371, -3.73523, 2.15184], [-3.34580, -0.51886, 1.68040], [-2.58066, 0.80124, 1.59460], [-1.92907, 1.06640, 0.41336], [-3.59870, 2.01188, 1.72013], [-4.44532, 1.87305, 2.78544], [-2.97607, 3.21482, 1.83480], [-4.36783, 2.07109, 0.59710], [-1.58614, 0.84824, 2.80852], [-2.25058, 0.72299, 3.99690], [-0.72118, -0.21731, 2.74078], [-0.82044, 1.95979, 2.86710], [-4.03027, -0.60188, 0.82394], [-3.91074, -0.50150, 2.62081], [-2.62230, -1.34483, 1.68927]], "nbo_charge": [0.007, -0.246, -0.342, 0.069, -0.296, 0.536, -0.322, -0.299, 0.017, -0.299, 0.084, 1.273, -0.308, -0.201, 0.005, -0.290, 0.091, 0.236, 0.273, 0.277, 0.025, 0.269, 0.268, 0.277, 0.273, 0.257, 0.246, 0.153, -0.841, 0.222, 0.244, 0.230, -0.619, 0.054, -0.293, 0.966, -0.288, -0.295, -0.302, 0.964, -0.279, -0.325, -0.286, 0.255, 0.308, 0.254], "homo_lumo_gap_ev": [5.580, 4.600], "lumo_energy_ev": [-10.6, -11.4], "multiplicity": 3, "charge": 2, "e_homo_ev": [-16.1, -16.0]}